This record from OMol25 describes an isolated molecule of C3H8O2Si. The level of theory is wB97M-V/def2-TZVPD.

CARTESIAN COORDINATES (ANGSTROEM)
Si1 0.190 -0.360 -0.283
O1 0.237 -2.029 -0.156
O2 1.679 0.264 -0.166
C1 -0.767 0.455 1.105
C2 -0.191 1.159 2.044
C3 -0.646 -0.086 -1.907
H1 0.230 -0.132 -2.534
H2 -0.727 1.841 2.744
H3 -1.781 0.732 0.851
H4 0.943 -2.336 0.416
H5 2.442 -0.400 -0.300
H6 0.895 1.011 2.108
H7 -1.181 0.808 -1.839
H8 -1.324 -0.926 -2.083

Summary:
ΔE to the lowest compared entry with this formula, charge and spin = 0.000 eV
SMILES string = C=C[Si](C)(O)O
HOMO-LUMO gap = 10.5 eV
LUMO = 0.4166 eV